A single C16H17BrClF17NO4P molecule in a non-equilibrium geometry. Source: the Open Molecules 2025 dataset; level of theory: wB97M-V/def2-TZVPD.

```
58
Properties=species:S:1:pos:R:3:forces:R:3
C -1.635021 -0.310518 -4.315449 -0.1 0.2 -0.6
C -1.798094 1.258420 -4.588285 -0.9 -0.5 -0.5
O -2.803425 1.389123 -5.656461 0.0 -0.3 1.1
C -2.357554 2.103127 -3.350777 -0.2 0.7 -1.6
O -1.268234 2.895373 -2.818353 -0.1 -1.6 2.2
C -0.760288 2.326117 -1.585180 -0.8 1.3 -1.8
Cl 1.083102 2.293898 -1.827386 -1.2 0.0 0.5
O -1.170994 3.204608 -0.547884 0.4 -2.1 -0.2
C -1.441628 2.544208 0.704635 0.8 -1.2 1.6
C -0.332619 1.422821 1.104439 0.1 1.1 -0.2
C -0.568719 1.051569 2.638424 -0.5 0.1 -0.8
C 0.753684 0.688425 3.448834 0.2 2.0 0.8
F 0.871513 1.700445 4.461093 0.0 -1.9 -1.6
F 1.945163 0.810270 2.686458 -2.2 -0.8 1.4
C 0.673495 -0.689725 4.264388 -1.1 0.7 1.6
F -0.622396 -0.683575 4.865569 2.3 -0.1 -1.3
F 1.562729 -0.726580 5.366948 -1.5 -0.2 -2.9
C 0.724719 -2.004831 3.369161 -1.5 -1.8 1.3
F -0.311428 -2.010504 2.396998 2.5 0.5 1.7
F 0.377896 -3.071854 4.245897 0.8 2.2 -1.6
C 2.146167 -2.371463 2.742254 1.7 -1.6 0.0
F 3.231179 -1.661860 3.267178 -2.3 -0.8 -0.7
F 2.393430 -3.736252 3.061644 -0.5 2.8 -0.8
C 2.238636 -2.284163 1.152043 -0.9 -0.9 -1.4
F 1.677891 -1.131996 0.588492 0.9 -1.9 1.4
F 1.493652 -3.393496 0.654957 1.4 2.2 0.9
C 3.735851 -2.390204 0.567996 0.9 0.7 0.2
F 4.281826 -1.078707 0.628052 -1.0 -2.7 -0.2
F 4.565611 -3.243411 1.297142 -1.7 1.7 -1.1
C 3.754649 -2.946636 -0.954208 0.4 -0.5 0.1
F 3.739583 -4.357719 -0.821646 -0.4 2.9 -0.8
F 2.704272 -2.453838 -1.729944 1.8 -1.2 1.6
C 5.109307 -2.562475 -1.733276 0.9 0.0 -2.0
F 5.080232 -3.247449 -2.968806 0.1 1.3 2.7
F 5.157809 -1.195839 -2.071622 0.0 -3.1 1.3
F 6.253971 -2.963889 -1.047446 -2.6 1.2 -1.4
C -2.961800 2.028513 0.876089 0.7 0.7 2.3
N -3.863420 3.162247 0.510413 0.5 -1.1 -0.8
P -3.353675 0.399921 0.006569 -0.3 -0.6 -1.2
O -2.475318 -0.899929 0.682662 -0.4 1.6 -0.5
Br -5.535105 -0.002160 0.592625 1.3 0.3 0.2
H -0.549702 -0.652411 -4.294990 -1.4 0.5 0.4
H -2.113688 -0.860754 -5.203661 0.7 0.8 1.3
H -2.225151 -0.571882 -3.381076 1.0 0.0 -1.0
H -0.854773 1.743322 -5.024812 -1.4 -0.7 0.9
H -3.643393 1.047314 -5.270891 0.8 0.3 -0.5
H -2.937358 1.500941 -2.581621 1.0 0.5 -0.8
H -3.107972 2.854234 -3.793442 1.2 -1.0 0.6
H -1.120198 1.256468 -1.497104 0.6 1.3 0.2
H -1.311171 3.352474 1.514667 -0.3 -1.0 -1.4
H -0.365755 0.513199 0.427496 0.0 1.1 1.0
H 0.671633 1.935697 0.897429 -1.4 -0.9 0.6
H -1.373511 0.238453 2.684496 1.5 0.9 0.1
H -1.054836 1.968478 3.131756 1.1 -1.4 -0.4
H -3.121334 1.851376 2.004915 0.4 0.3 -1.5
H -3.907425 3.160556 -0.526053 0.0 0.5 0.8
H -3.368492 4.021475 0.811805 -0.5 -0.6 -0.5
H -1.913521 -1.218949 -0.063153 -0.7 0.1 0.8
```
Positions in Å, forces in eV/Å.

As for the HOMO energy: -9.5 eV. The total energy is -164595.1151 eV.

---

C16H17Cl2IrN4S4 as an isolated structure in a non-equilibrium geometry. Source: the Open Molecules 2025 dataset; level of theory: wB97M-V/def2-TZVPD.

```
44
Properties=species:S:1:pos:R:3:forces:R:3
Ir -0.104474 0.112918 0.518345 -2.5 -3.0 -0.5
C 3.059832 -0.002954 -0.093845 0.2 0.1 0.2
C 3.137554 -0.053070 1.422914 -0.1 -0.2 -0.3
N 1.851225 0.389857 1.972711 0.1 0.6 0.0
C 1.506912 -0.156845 3.283549 -0.1 -0.1 0.1
C 1.157123 -1.635740 3.208055 -0.1 -0.1 0.0
S 0.241241 -2.113574 1.698485 -0.3 1.9 -0.8
C 1.563961 -2.851320 0.665878 0.0 0.0 0.1
C 1.878409 -2.131508 -0.640445 -0.1 -0.3 0.0
N 1.842140 -0.666274 -0.582045 -0.3 0.8 0.0
H 3.960334 -0.440344 -0.534445 0.0 0.0 0.0
H 3.005156 1.042313 -0.403301 0.0 0.0 -0.1
H 3.956647 0.582561 1.765459 0.0 0.0 0.1
H 3.350426 -1.065134 1.764268 0.0 0.0 0.0
H 1.882311 1.402212 2.060071 0.0 0.0 0.0
H 0.640805 0.394233 3.646762 0.0 0.1 0.0
H 2.321154 -0.021751 4.003361 0.0 0.0 0.0
H 0.491850 -1.890115 4.031462 0.0 0.0 0.0
H 2.029040 -2.284594 3.273982 0.0 -0.1 -0.1
H 1.200776 -3.849516 0.425209 0.1 0.0 0.0
H 2.439936 -2.964347 1.300404 0.0 0.0 0.1
H 1.136095 -2.434206 -1.374594 0.1 0.1 0.0
H 2.856631 -2.478661 -0.988815 0.0 0.0 0.0
H 1.690435 -0.342172 -1.532854 -0.1 0.0 0.0
Cl -0.583667 1.850086 -1.392806 0.4 0.5 0.8
C -1.391288 1.100260 -2.725856 -0.4 -0.6 -0.5
C -1.771418 1.888978 -3.793919 0.1 0.2 0.0
C -2.363707 1.289005 -4.892397 0.0 0.0 0.0
C -2.573196 -0.079602 -4.907447 0.0 -0.1 0.0
C -2.217256 -0.850698 -3.814235 0.1 0.3 0.1
Cl -2.506210 -2.545722 -3.830016 0.0 -0.2 0.0
C -1.614507 -0.272450 -2.689507 0.1 0.5 -0.1
S -1.183444 -1.291211 -1.352548 0.9 0.1 1.6
H -1.607772 2.957692 -3.765478 0.0 0.0 0.0
H -2.662862 1.891252 -5.737958 0.0 0.0 0.0
H -3.022667 -0.558381 -5.766080 0.0 0.0 0.0
S -0.439900 2.230901 1.908675 1.0 -0.8 -0.7
C -2.138015 2.431913 2.022247 -0.9 -0.5 -0.1
C -2.573669 3.647724 2.622036 0.0 0.3 0.2
N -2.862532 4.634958 3.136549 0.0 -0.1 -0.1
C -3.025422 1.487185 1.621705 0.4 1.0 0.5
S -2.579418 -0.064107 1.042729 1.9 -0.2 -0.6
C -4.423635 1.753289 1.696372 -0.4 -0.1 0.0
N -5.554935 1.956947 1.727375 0.1 0.0 0.0
```
Positions in Å, forces in eV/Å.

The total charge is +1. As for the HOMO energy (spin up / spin down): -10.7 / -10.7 eV. Its spin multiplicity is 2. The energy relative to the best compared isomer or geometry (same formula, charge and spin) is 383.7 kJ/mol. The total energy is -94044.8967 eV.

---

C16H17CoN3O6Se as an isolated structure. Source: the Open Molecules 2025 dataset; level of theory: wB97M-V/def2-TZVPD.

```
44
Properties=species:S:1:pos:R:3:forces:R:3
Co 1.168616 0.644572 -1.467962 -0.2 0.1 0.4
O 3.430725 0.252898 -3.119508 0.6 0.2 -0.3
N 2.497042 -0.083607 -2.578327 -0.7 -0.3 0.2
N 1.313927 -0.745075 -0.160178 0.0 0.0 -0.1
C 0.788014 -1.472043 0.716183 0.2 0.1 0.0
C 0.327963 -2.838620 0.362746 -0.1 0.0 0.0
C 0.548349 -3.894754 1.241666 0.0 0.0 0.0
C 0.123117 -5.166805 0.898719 0.0 0.0 0.0
C -0.534540 -5.373867 -0.305760 0.0 -0.1 0.0
C -0.766259 -4.314793 -1.170429 0.0 0.0 0.0
C -0.331742 -3.039519 -0.846917 0.0 -0.1 0.1
C 0.644349 -0.948899 2.098490 -0.1 0.1 0.0
C -0.518229 -1.233871 2.808988 0.0 0.0 0.0
C -0.709635 -0.665034 4.057142 0.0 0.0 0.0
C 0.254527 0.173309 4.594934 0.0 0.1 0.1
C 1.413825 0.454373 3.885957 0.0 0.0 0.0
C 1.607741 -0.099192 2.632617 0.0 0.0 0.0
H 1.050110 -3.717452 2.183869 0.0 0.0 0.0
H 0.296191 -5.994761 1.572362 0.0 0.0 0.0
H -0.879229 -6.366317 -0.564919 0.0 0.0 0.0
H -1.301184 -4.475911 -2.096353 0.0 0.0 0.0
H -0.539327 -2.193058 -1.488758 0.0 0.0 0.0
H -1.280310 -1.855629 2.361780 0.0 0.0 0.0
H -1.620497 -0.865601 4.604180 0.0 0.0 0.0
H 0.098144 0.616530 5.569605 0.0 0.0 0.0
H 2.164821 1.108643 4.306935 0.0 0.0 0.0
H 2.507329 0.112161 2.070028 0.0 0.0 0.0
O -2.461661 1.922821 -1.577782 0.0 -0.2 0.1
Se -1.511315 0.762285 -0.984724 0.2 0.0 0.0
O -2.160994 -0.269928 0.062840 0.0 0.0 -0.1
O -0.680642 -0.018250 -2.216785 0.0 -0.1 -0.1
O -0.114546 1.488130 -0.311645 0.0 0.0 -0.1
C -1.606881 4.414665 -2.770812 0.0 0.0 0.0
N -0.291327 3.918254 -2.399324 0.0 -0.1 0.0
C 0.369961 4.587032 -1.293583 0.1 0.0 0.0
C 0.159771 2.788544 -2.882468 -0.2 0.0 0.0
O 1.258125 2.267719 -2.549581 0.2 0.1 0.0
H -1.532142 5.465006 -3.052155 0.0 0.0 0.0
H -2.285627 4.283518 -1.929159 0.0 0.0 0.0
H -1.990606 3.834518 -3.605050 0.0 0.0 0.0
H 0.650119 5.598639 -1.588621 0.0 0.0 0.0
H 1.250033 4.019573 -1.010822 0.0 0.0 0.0
H -0.317498 4.626188 -0.448749 0.0 0.0 0.0
H -0.488589 2.293620 -3.608671 0.0 0.0 0.0
```
Positions in Å, forces in eV/Å.

As for the HOMO energy (spin up / spin down): -9.2 / -9.2 eV. Its spin multiplicity is 4. The energy relative to the best compared isomer or geometry (same formula, charge and spin) is 9.0 kJ/mol. The total energy is -136590.7069 eV.

---

A 2-piece molecular cluster, C16H17F2O overall in a non-equilibrium geometry. Source: the Open Molecules 2025 dataset; level of theory: wB97M-V/def2-TZVPD.

```
36
Properties=species:S:1:pos:R:3:forces:R:3
C 5.137550 1.750851 0.113141 0.7 -0.1 0.0
C 3.785184 1.157197 0.064776 -0.3 -0.2 0.1
C 2.685355 1.983254 -0.162583 -0.7 1.0 -0.1
F 2.913524 3.331640 -0.307518 -0.2 -1.4 0.0
C 1.388833 1.525972 -0.243917 0.1 -0.2 0.2
C 1.129123 0.142315 0.003761 1.0 0.4 -0.3
C -0.140995 -0.461200 0.029148 0.0 0.3 0.1
C -1.403511 0.151600 0.113064 -1.0 0.4 0.3
C -1.646157 1.536917 0.373831 -0.2 -0.3 -0.2
C -2.941135 2.005832 0.325081 0.7 1.0 0.1
F -3.152973 3.358028 0.459060 0.2 -1.4 0.0
C -4.055277 1.187758 0.141653 0.4 -0.2 -0.1
C -5.404839 1.790513 0.124337 -0.6 -0.1 0.1
C -3.825757 -0.187543 -0.025671 -0.1 0.2 0.0
C -2.544551 -0.688901 -0.043716 0.5 -0.1 0.0
C 2.256221 -0.706737 0.207866 -0.6 -0.2 0.0
C 3.540063 -0.214246 0.242511 0.1 0.2 0.0
H 5.882639 0.955568 0.167927 0.0 0.2 0.0
H 5.333729 2.359743 -0.777115 -0.1 -0.1 0.2
H 5.255673 2.396688 0.992024 -0.1 -0.1 -0.2
H 0.588203 2.202573 -0.519767 0.4 0.0 0.0
H -0.140096 -1.549180 -0.007011 0.1 0.1 0.0
H -0.834203 2.208590 0.625745 -0.4 0.0 0.0
H -6.154730 0.998966 0.086521 0.0 0.2 0.0
H -5.578620 2.400650 1.017997 0.1 0.0 -0.2
H -5.539561 2.435555 -0.752375 0.1 0.0 0.2
H -4.680435 -0.850815 -0.147498 0.2 0.1 0.0
H -2.363326 -1.752808 -0.193491 -0.2 0.2 0.0
H 2.056728 -1.768613 0.351426 0.1 0.2 0.0
H 4.383789 -0.880011 0.414525 -0.2 0.1 -0.1
C 0.997790 -4.636077 -0.483957 0.7 -0.1 -0.1
O 0.090212 -3.552896 -0.254323 -0.8 -0.5 0.0
H 1.759816 -4.600784 0.301741 -0.1 -0.1 -0.1
H 0.529631 -5.634480 -0.480138 0.0 0.5 0.1
H 1.498202 -4.479073 -1.447440 -0.1 -0.2 0.1
H -0.806098 -3.916858 -0.309619 0.3 0.2 0.0
```
Positions in Å, forces in eV/Å.

The total charge is +1. As for the HOMO energy: -12.6 eV. The energy relative to the best compared isomer or geometry (same formula, charge and spin) is 0.0 kJ/mol. The total energy is -24342.8681 eV.

---

A 2-piece molecular cluster, C16H17N overall in a non-equilibrium geometry. Source: the Open Molecules 2025 dataset; level of theory: wB97M-V/def2-TZVPD.

```
34
Properties=species:S:1:pos:R:3:forces:R:3
C -2.238296 3.535365 -1.353011 0.5 1.1 -1.3
C -1.738835 2.729644 -0.218468 1.1 2.3 0.1
C -0.530312 2.983847 0.375680 0.3 -1.1 -0.3
N -0.323247 2.131533 1.452777 -0.3 1.7 -0.4
C -1.545661 1.536219 1.731682 0.3 -1.4 -1.5
C -1.870937 0.466587 2.573780 0.1 0.4 0.4
C -3.107487 -0.161016 2.493749 1.6 0.8 0.0
C -3.942616 0.186081 1.422509 -1.5 -0.5 0.2
C -3.664323 1.209639 0.569513 1.4 0.6 -1.0
C -2.407513 1.861809 0.625846 -1.0 -1.5 2.2
H -2.375563 4.606453 -1.144711 -0.5 -0.3 0.6
H -3.135675 3.160522 -1.837743 0.0 -0.1 0.1
H -1.456757 3.671052 -2.121754 -0.2 -0.7 0.0
H 0.240493 3.678499 0.076986 0.0 -0.1 -0.1
H 0.584249 2.179666 1.898440 -0.7 -0.5 0.5
H -1.152418 0.123771 3.310651 -0.1 0.1 0.1
H -3.236450 -0.827567 3.336028 -0.9 -0.5 -0.6
H -4.863410 -0.337034 1.167000 0.1 -0.1 0.7
H -4.293077 1.451702 -0.280919 -0.2 -0.2 0.2
C 2.039633 -4.460363 -0.471437 0.8 -2.4 0.3
C 2.591637 -3.195340 -1.011056 0.5 1.4 -0.6
C 2.741732 -2.844647 -2.354187 -0.8 0.0 -1.5
C 3.233297 -1.619017 -2.827933 0.7 -0.1 1.9
C 3.836427 -0.786417 -1.875351 0.1 -0.2 0.0
C 3.647178 -1.045831 -0.519169 -0.5 0.0 -0.5
C 2.992004 -2.198679 -0.118425 -0.2 -0.4 0.5
H 2.355625 -5.381676 -0.997679 -0.2 0.7 -0.7
H 0.968307 -4.595632 -0.348887 -0.2 0.6 -0.1
H 2.525786 -4.739127 0.473776 -0.4 0.7 0.3
H 2.411730 -3.461471 -3.190800 -0.2 -0.5 0.6
H 3.134632 -1.328000 -3.859958 0.4 -0.3 -0.2
H 4.542092 0.008762 -2.093544 -0.6 0.3 -0.5
H 3.880713 -0.239736 0.160134 0.4 -0.3 0.4
H 2.765089 -2.408265 0.919986 0.2 0.3 0.2
```
Positions in Å, forces in eV/Å.

As for the HOMO energy: -7.7 eV. The energy relative to the best compared isomer or geometry (same formula, charge and spin) is 149.9 kJ/mol. The total energy is -18356.7882 eV.

---

A 2-piece molecular cluster, C16H17N overall in a non-equilibrium geometry. Source: the Open Molecules 2025 dataset; level of theory: wB97M-V/def2-TZVPD.

```
34
Properties=species:S:1:pos:R:3:forces:R:3
C 3.708073 -1.430489 2.377562 1.8 -1.1 -2.7
C 2.440263 -1.968511 2.814305 0.9 -0.7 0.5
C 2.032310 -2.067917 4.110020 -1.5 1.3 -1.3
N 0.666607 -2.375649 4.072061 -0.5 -1.0 1.5
C 0.351145 -2.702880 2.755677 -3.1 -0.9 1.4
C -0.936634 -2.972725 2.179156 3.2 0.0 -2.2
C -0.926900 -3.082950 0.762653 -2.2 0.8 1.9
C 0.203834 -3.025547 -0.060903 -0.8 0.4 0.4
C 1.368868 -2.680050 0.588995 1.0 -0.6 -0.5
C 1.476727 -2.572639 1.974701 -1.3 1.2 -0.4
H 3.797082 -0.611932 1.627122 -0.7 0.0 1.0
H 4.260033 -2.216674 1.818268 -0.3 0.0 0.0
H 4.350953 -1.350614 3.190124 1.2 1.1 1.6
H 2.462300 -1.562589 4.942096 0.3 -0.1 0.6
H 0.096375 -2.535452 4.947811 0.9 0.1 -2.0
H -1.847058 -3.084222 2.685710 -1.0 0.2 0.9
H -1.959228 -2.930787 0.373453 0.9 -1.0 -0.3
H -0.026785 -3.170614 -1.133524 1.0 0.3 0.7
H 2.318648 -2.530821 0.125782 0.3 0.1 -1.0
C -2.050362 3.832810 -4.640808 3.2 -1.6 -1.4
C -1.743748 3.324169 -3.287698 0.8 -0.1 1.7
C -1.574397 1.920658 -3.171249 -1.7 0.9 0.0
C -1.405609 1.285304 -1.970862 1.7 2.4 1.7
C -1.011143 2.157022 -0.865214 -0.2 -1.3 -0.4
C -1.261384 3.531531 -0.916722 -0.7 0.1 -1.6
C -1.675210 4.157895 -2.130927 1.0 -2.2 -1.0
H -2.449410 3.026265 -5.286001 0.3 0.6 0.2
H -1.141385 4.329617 -5.134232 -1.2 -0.8 0.6
H -2.738288 4.542473 -4.504250 -2.9 3.0 -0.1
H -1.877883 1.425088 -4.074483 0.2 -0.7 -0.2
H -1.459740 0.224966 -1.806497 0.3 -0.3 -0.2
H -0.412520 1.666241 -0.056073 -1.3 0.7 -0.2
H -1.320288 4.201816 -0.082122 0.9 -0.2 0.7
H -1.715248 5.247217 -2.223916 -0.4 -0.4 0.2
```
Positions in Å, forces in eV/Å.

As for the HOMO energy: -7.7 eV. The energy relative to the best compared isomer or geometry (same formula, charge and spin) is 245.8 kJ/mol. The total energy is -18355.7948 eV.